This record from the OMol25 dataset describes a 7-piece molecular cluster, C28H53N7O10 overall at a distorted geometry. The level of theory is ωB97M-V/def2-TZVPD.

```
98
C28H53N7O10 | the OMol25 dataset | ωB97M-V/def2-TZVPD
O 0.696 0.422 -0.097
C 0.259 1.570 0.483
C -1.359 1.549 0.906
C -1.613 1.068 2.458
O -0.937 -0.183 2.836
C -1.664 -1.376 2.375
O -2.701 -1.400 1.532
O -1.172 -2.707 2.846
N 1.113 2.792 0.740
C 2.497 2.682 0.139
C 3.642 1.566 0.522
C 5.136 1.544 -0.201
C 5.514 2.704 -1.310
C 4.412 3.877 -1.703
C 2.908 3.842 -0.994
H -1.791 2.609 0.653
H -1.885 0.728 0.217
H -1.229 1.905 3.204
H -2.794 0.991 2.605
H -1.917 -3.381 2.737
H 1.133 3.073 1.746
H 3.322 0.755 1.338
H 5.911 0.719 0.097
H 6.585 2.703 -1.814
H 4.693 4.727 -2.475
H 2.130 4.687 -1.282
C 8.263 5.281 -1.890
O 8.795 4.410 -2.567
N 7.790 6.485 -2.367
C 7.171 7.467 -1.500
C 7.915 6.780 -3.779
H 8.118 5.159 -0.805
H 6.150 7.651 -1.846
H 7.748 8.396 -1.549
H 7.142 7.117 -0.465
H 7.384 6.013 -4.351
H 8.973 6.754 -4.055
H 7.498 7.764 -4.007
C -2.928 -0.845 -3.574
O -4.097 -0.489 -3.654
N -2.409 -1.671 -2.601
C -1.011 -2.047 -2.575
C -3.289 -2.182 -1.571
H -2.174 -0.514 -4.308
H -0.935 -3.136 -2.647
H -0.571 -1.711 -1.631
H -0.464 -1.594 -3.406
H -4.092 -2.757 -2.042
H -3.730 -1.339 -1.030
H -2.739 -2.819 -0.874
C 3.524 3.435 -5.485
O 4.345 4.306 -5.749
N 3.729 2.078 -5.614
C 2.706 1.110 -5.280
C 5.009 1.604 -6.098
H 2.519 3.687 -5.109
H 3.084 0.452 -4.492
H 2.473 0.519 -6.170
H 1.795 1.603 -4.928
H 5.796 1.954 -5.424
H 5.188 2.020 -7.094
H 5.023 0.512 -6.147
C -4.207 -5.214 4.577
O -4.308 -5.861 3.542
N -3.348 -5.498 5.616
C -3.288 -4.682 6.811
C -2.476 -6.650 5.512
H -4.824 -4.319 4.758
H -2.274 -4.285 6.918
H -3.530 -5.304 7.677
H -3.995 -3.850 6.757
H -1.837 -6.534 4.631
H -3.088 -7.549 5.387
H -1.856 -6.747 6.407
C -3.142 2.989 5.965
O -2.870 2.903 4.774
N -3.450 1.931 6.793
C -3.761 2.116 8.196
C -3.465 0.591 6.244
H -3.159 3.963 6.482
H -3.040 1.553 8.795
H -4.770 1.739 8.387
H -3.714 3.172 8.475
H -2.475 0.362 5.838
H -4.197 0.547 5.432
H -3.725 -0.139 7.015
C -3.969 -5.070 -3.731
O -2.754 -5.202 -3.645
N -4.898 -6.065 -3.515
C -6.322 -5.830 -3.636
C -4.437 -7.389 -3.154
H -4.425 -4.103 -4.000
H -6.800 -6.048 -2.677
H -6.726 -6.493 -4.406
H -6.528 -4.792 -3.912
H -3.860 -7.325 -2.226
H -3.786 -7.768 -3.947
H -5.282 -8.068 -3.015
```

LUMO energy ... 0.2 eV
Net charge ... 0
Electronic energy ... -60789.8983 eV
Max |F| ... 8.3 eV Å⁻¹
HOMO-LUMO gap ... 0.31770 Ha
SMILES ... O=C(CCOC(=O)O)Nc1ccccc1.CN(C)C=O.CN(C)C=O.CN(C)C=O.CN(C)C=O.CN(C)C=O.CN(C)C=O

Here is what Mulliken gives for the atomic charges, in e:
1 O -0.540
2 C 0.342
3 C -0.172
4 C -0.227
5 O -0.326
6 C 0.680
7 O -0.520
8 O -0.480
9 N -0.222
10 C 0.268
11 C -0.197
12 C -0.503
13 C -0.329
14 C -0.293
15 C -0.471
16 H 0.375
17 H -0.049
18 H 0.232
19 H 0.253
20 H 0.358
21 H 0.344
22 H 0.206
23 H 0.299
24 H 0.335
25 H 0.375
26 H 0.243
27 C 0.073
28 O -0.608
29 N 0.142
30 C -0.964
31 C -0.939
32 H 0.331
33 H 0.339
34 H 0.369
35 H 0.303
36 H 0.297
37 H 0.296
38 H 0.381
39 C -0.037
40 O -0.604
41 N 0.452
42 C -0.907
43 C -1.147
44 H 0.303
45 H 0.299
46 H 0.311
47 H 0.286
48 H 0.258
49 H 0.372
50 H 0.415
51 C 0.091
52 O -0.622
53 N 0.183
54 C -0.985
55 C -0.952
56 H 0.330
57 H 0.344
58 H 0.352
59 H 0.304
60 H 0.272
61 H 0.301
62 H 0.386
63 C 0.087
64 O -0.599
65 N 0.129
66 C -0.914
67 C -0.929
68 H 0.322
69 H 0.332
70 H 0.354
71 H 0.272
72 H 0.275
73 H 0.298
74 H 0.380
75 C 0.078
76 O -0.546
77 N 0.152
78 C -0.908
79 C -0.901
80 H 0.265
81 H 0.328
82 H 0.326
83 H 0.291
84 H 0.237
85 H 0.259
86 H 0.416
87 C 0.041
88 O -0.626
89 N 0.111
90 C -0.954
91 C -0.950
92 H 0.384
93 H 0.338
94 H 0.353
95 H 0.323
96 H 0.296
97 H 0.294
98 H 0.379